Version A
DFT (ωB97M-V/def2-TZVPD) results for a cluster of 6 separate species, C24H66N6O6 in total.

Last column: Mulliken charge in e.
Atoms and positions in Å:
C  6.769  11.392  18.602  -1.2964
C  7.536  11.774  17.367  0.5184
C  8.437  13.028  17.590  0.5424
O  7.629  14.187  17.587  -0.4749
C  8.386  15.371  17.700  0.3319
N  8.424  10.675  16.903  -0.8159
H  7.438  11.584  19.494  0.2533
H  6.553  10.311  18.507  0.3662
H  5.866  11.939  18.784  0.3027
H  6.797  11.953  16.551  0.2694
H  9.233  13.068  16.828  -0.7517
H  8.797  12.882  18.585  0.3038
H  9.018  15.582  16.860  -0.3908
H  9.031  15.319  18.595  -0.2323
H  7.731  16.226  17.784  0.3572
H  8.839  11.034  16.022  0.1937
H  7.797  10.020  16.478  0.3328
C  8.554  16.484  9.739  -1.5250
C  9.843  17.377  9.612  1.5338
C  10.785  16.759  8.665  -1.0135
O  11.325  15.591  9.214  -0.1141
C  12.401  15.108  8.489  -0.9636
N  9.348  18.650  9.209  -0.6450
H  8.673  15.466  10.146  0.2493
H  8.051  16.289  8.817  0.4896
H  7.811  16.983  10.336  0.3943
H  10.266  17.453  10.562  -0.5546
H  11.670  17.400  8.366  0.3483
H  10.292  16.525  7.718  0.2955
H  13.297  15.763  8.306  0.3559
H  12.034  14.650  7.532  0.3240
H  12.704  14.247  9.009  0.2788
H  8.841  18.499  8.331  0.2906
H  10.083  19.280  9.124  0.2682
C  13.414  16.481  14.495  -0.6213
C  13.702  17.043  13.068  0.1861
C  13.397  15.975  12.014  0.0971
O  14.135  14.748  12.257  -0.3380
C  15.566  14.813  11.937  -0.7536
N  12.845  18.183  12.706  -0.6071
H  13.793  17.087  15.326  0.4742
H  13.762  15.431  14.626  0.1883
H  12.345  16.490  14.663  -0.0639
H  14.728  17.385  13.108  0.4872
H  13.616  16.339  10.994  0.1998
H  12.342  15.752  11.959  -0.3366
H  15.781  15.077  10.892  0.2771
H  15.919  13.800  12.207  0.2645
H  16.170  15.566  12.499  0.2753
H  11.895  17.957  12.946  0.0606
H  13.158  18.962  13.190  0.2726
C  11.430  17.484  23.942  -1.4988
C  10.143  16.821  23.370  0.5228
C  10.363  15.581  22.554  -0.4580
O  11.210  16.013  21.550  -0.3185
C  11.442  15.125  20.459  -0.3141
N  9.309  16.510  24.541  -0.7257
H  11.821  16.804  24.762  0.3603
H  11.129  18.449  24.293  0.4263
H  12.110  17.708  23.090  0.3475
H  9.687  17.642  22.781  0.2226
H  9.340  15.315  22.209  0.2168
H  10.803  14.743  23.160  0.2505
H  11.909  14.190  20.809  0.3521
H  12.111  15.698  19.784  0.2621
H  10.530  14.919  19.912  -0.1431
H  8.361  16.746  24.302  0.2507
H  9.617  17.121  25.280  0.2507
C  9.272  13.386  13.928  -1.3599
C  10.684  13.671  13.551  2.2437
C  11.585  13.106  14.615  -1.5373
O  11.439  13.860  15.829  -0.0220
C  12.003  13.214  16.901  -0.7826
N  11.039  12.949  12.339  -0.7162
H  9.072  13.785  14.913  0.1258
H  9.126  12.337  13.803  0.4636
H  8.571  13.885  13.212  0.3901
H  10.922  14.788  13.573  -1.0202
H  12.650  13.033  14.422  0.6564
H  11.289  12.024  14.941  0.2946
H  11.668  12.144  16.959  0.3823
H  11.696  13.677  17.777  0.0996
H  13.111  13.252  16.840  0.2426
H  12.008  13.173  12.261  0.3252
H  10.402  13.239  11.571  0.3545
C  7.490  20.110  13.337  -1.5595
C  7.477  18.595  13.267  0.5099
C  8.954  18.038  13.121  -0.3505
O  9.649  18.365  14.345  -0.4190
C  9.599  17.344  15.241  -1.3815
N  6.774  17.911  14.389  -0.6049
H  7.846  20.512  12.363  0.3278
H  8.123  20.461  14.161  0.2319
H  6.524  20.485  13.585  0.4854
H  6.878  18.353  12.356  0.2707
H  9.425  18.576  12.264  0.2966
H  8.927  17.003  12.941  0.2639
H  8.685  16.759  15.234  0.8370
H  9.804  17.741  16.230  0.3511
H  10.450  16.595  14.981  0.2114
H  7.241  18.108  15.302  0.2102
H  5.853  18.275  14.524  0.2905

**SMILES**: COC[C@H](C)N.COC[C@H](C)N.COC[C@H](C)N.COC[C@H](C)N.COC[C@H](C)N.COC[C@H](C)N
**E_HOMO**: -9.1546 eV


Version B
DFT (ωB97M-V/def2-TZVPD) results for a cluster of 6 separate species, C24H66N6O6 in total.

Last column: Mulliken charge in e.
Atoms and positions in Å:
C  1.809  0.273  -1.113  -1.9045
C  0.607  0.004  -0.100  0.9413
C  0.134  -1.419  -0.495  0.5840
O  -0.518  -1.490  -1.731  -0.4317
C  -0.591  -2.808  -2.274  -0.2194
N  1.010  -0.017  1.228  -0.5199
H  1.398  0.163  -2.095  0.5106
H  2.703  -0.364  -1.111  0.1727
H  2.053  1.271  -1.089  0.7513
H  -0.336  0.595  -0.207  -0.3558
H  -0.604  -1.814  0.352  -0.6152
H  1.135  -1.966  -0.379  -0.0935
H  -1.063  -2.520  -3.262  0.2179
H  -1.216  -3.362  -1.592  -0.0070
H  0.461  -3.242  -2.332  0.0213
H  0.296  -0.371  1.772  0.3610
H  1.558  -0.847  1.127  0.3587
C  -3.969  4.872  -3.370  -1.3826
C  -4.496  4.645  -2.001  0.5961
C  -3.426  4.517  -0.864  -1.0027
O  -2.357  3.643  -1.391  -0.4210
C  -1.224  3.598  -0.542  -1.5692
N  -5.599  5.593  -1.630  -0.7770
H  -3.289  4.169  -3.734  0.3178
H  -3.511  5.985  -3.315  0.2487
H  -4.667  4.793  -4.180  0.4447
H  -5.136  3.800  -1.974  0.2803
H  -3.848  4.118  -0.085  0.4577
H  -2.907  5.381  -0.631  0.4774
H  -0.600  4.309  -0.797  1.0033
H  -0.618  2.672  -0.757  0.2564
H  -1.306  3.631  0.561  0.3476
H  -6.294  5.486  -2.365  0.2713
H  -6.044  5.280  -0.655  0.2689
C  3.282  -2.857  -4.006  -0.9876
C  4.316  -1.992  -3.151  0.4086
C  4.764  -2.594  -1.860  -0.6888
O  3.629  -2.824  -0.873  -0.1120
C  4.178  -3.674  0.104  -0.3995
N  5.469  -1.650  -3.960  -0.6696
H  2.294  -2.725  -3.563  0.0042
H  3.479  -3.947  -3.968  0.3026
H  3.287  -2.670  -5.220  0.3300
H  3.784  -1.104  -2.987  0.1858
H  5.294  -1.860  -1.221  0.2611
H  5.135  -3.612  -2.286  0.3326
H  4.426  -4.758  -0.296  0.2825
H  3.231  -3.801  0.698  -0.1746
H  4.880  -3.156  0.815  0.3273
H  5.734  -0.624  -3.500  0.3336
H  6.187  -2.360  -3.744  0.3199
C  -3.203  0.146  1.117  -1.2450
C  -2.960  -0.984  2.106  0.5208
C  -3.175  -2.299  1.409  -0.1137
O  -4.417  -2.480  0.982  -0.4763
C  -4.484  -3.721  0.299  -0.8156
N  -1.663  -0.819  2.718  -0.3327
H  -2.759  1.213  1.325  0.1979
H  -4.221  0.178  0.729  0.4541
H  -2.699  -0.262  0.031  0.0243
H  -3.733  -0.895  2.919  0.3713
H  -3.093  -3.029  2.194  -0.0613
H  -2.338  -2.545  0.732  0.1616
H  -4.101  -3.556  -0.692  0.3341
H  -5.579  -3.987  0.269  0.2961
H  -4.121  -4.591  0.778  0.2846
H  -1.578  0.077  3.251  0.3079
H  -1.512  -1.532  3.427  0.0114
C  1.747  7.128  1.104  -1.4416
C  2.638  6.464  -0.002  0.2839
C  2.346  5.014  0.006  0.1430
O  2.824  4.507  1.272  -0.4166
C  2.705  3.011  1.319  -0.6523
N  2.324  7.115  -1.245  -0.7451
H  2.175  6.798  1.992  0.4064
H  0.843  6.846  0.919  0.3139
H  1.985  8.293  0.991  0.3347
H  3.758  6.493  0.246  0.3990
H  3.043  4.598  -0.637  0.5361
H  1.356  4.911  -0.141  -0.3069
H  2.715  2.622  2.266  0.5163
H  3.082  2.504  0.377  0.2448
H  1.610  2.810  1.160  0.0841
H  3.154  6.906  -1.957  0.2758
H  1.751  6.667  -1.691  0.2255
C  -2.018  -4.448  4.175  -1.6128
C  -0.444  -4.304  4.043  0.1499
C  -0.048  -4.290  2.551  0.1893
O  -0.121  -5.486  1.910  -0.4577
C  0.162  -5.486  0.554  -0.0605
N  0.059  -3.054  4.772  -0.6372
H  -2.210  -4.930  5.232  0.2917
H  -2.280  -5.145  3.456  0.4070
H  -2.537  -3.657  3.915  0.5576
H  0.103  -5.120  4.579  0.6240
H  0.913  -3.904  2.587  0.1768
H  -0.657  -3.570  1.984  -0.0803
H  0.316  -6.512  0.146  0.3494
H  1.090  -4.835  0.292  -0.0807
H  -0.641  -4.943  -0.062  0.0031
H  1.059  -3.040  4.751  0.2071
H  -0.043  -3.251  5.629  0.2069

**SMILES**: COC[C@H](C)N.COC[C@H](C)N.COC[C@H](C)N.COC[C@H](C)N.COC[C@H](C)N.COC[C@H](C)N
**E_HOMO**: -8.8999 eV


Ranked by calculated energy, most stable first: version A, version B.


Version A
DFT (ωB97M-V/def2-TZVPD) results for the ion C4H6N3 with charge +1.

Last column: Mulliken charge in e.
Atoms and positions in Å:
C  -0.787  -0.177  -0.638  0.3941
C  -1.857  0.087  -1.323  -0.5243
C  3.093  0.514  1.840  -0.4548
C  1.824  0.852  1.456  0.0760
N  0.133  0.124  0.096  0.3724
N  1.078  -0.081  0.843  -0.5783
N  -2.857  -0.838  -1.802  -0.3333
H  3.983  1.128  2.147  0.2876
H  3.249  -0.495  1.533  0.2736
H  1.683  1.990  1.376  0.3122
H  -3.227  -0.722  -2.815  0.4107
H  -3.639  -0.531  -1.187  0.4139
H  -2.676  -1.852  -1.527  0.3502

**SMILES**: C=C/N=N/C#C[NH3+]
**E_HOMO**: -12.7726 eV
**Total charge**: +1


Version B
DFT (ωB97M-V/def2-TZVPD) results for a structure of composition C4H6N3.

Last column: Mulliken charge in e.
Atoms and positions in Å:
C  1.028  -0.799  0.038  -0.0321
C  -0.521  0.841  0.023  0.3300
C  0.884  0.776  -0.054  -0.5120
C  -1.571  -0.690  -0.103  0.1215
N  0.101  -1.592  0.078  -0.5026
N  -1.201  0.069  0.999  -0.3894
N  -1.260  0.273  -0.969  -0.1938
H  2.041  -1.208  0.118  0.4457
H  1.422  1.237  0.746  0.3378
H  1.305  1.092  -1.014  0.3266
H  -2.375  -1.448  -0.147  0.4366
H  -0.848  -0.335  1.928  0.3435
H  -1.601  0.430  -1.950  0.2882

**E_HOMO (spin up / spin down)**: -14.4827 / -14.4830 eV
**Total charge**: +1


Version C
DFT (ωB97M-V/def2-TZVPD) results for a structure of composition C4H6N3.

Last column: Mulliken charge in e.
Atoms and positions in Å:
C  2.357  0.667  0.004  0.3169
C  -3.343  0.179  -0.026  -0.1920
C  -0.937  -0.285  -0.429  0.0237
C  -0.083  0.319  0.471  -0.2969
N  -2.233  -0.364  -0.149  -0.2023
N  1.227  0.413  0.282  -0.0705
N  3.994  -0.225  -0.169  -0.3886
H  -3.606  1.189  -0.215  0.2833
H  -4.076  -0.464  0.301  0.2901
H  -0.689  -0.782  -1.389  0.3369
H  -0.571  0.869  1.299  0.3032
H  3.682  -1.005  -0.725  0.2967
H  4.279  -0.512  0.745  0.2995

**E_HOMO (spin up / spin down)**: -13.1172 / -13.1209 eV
**Total charge**: +1


Ranked by calculated energy, most stable first: version B, version C, version A.


Version A
DFT (ωB97M-V/def2-TZVPD) results for a cluster of 2 separate species, C3H8N3O2 in total.

Last column: Mulliken charge in e.
Atoms and positions in Å:
C  2.082  0.394  1.984  0.2037
C  -0.979  -0.013  -1.484  0.8615
C  -1.440  0.042  -2.883  -0.9987
N  1.370  0.383  1.079  -0.4096
N  2.866  0.398  3.056  -0.4524
N  -1.739  -0.577  0.672  -0.4287
O  0.070  0.588  -1.140  -0.3756
O  -1.737  -0.756  -0.737  -0.1146
H  0.469  0.603  -0.165  0.5761
H  -0.693  0.653  -3.323  0.3242
H  -2.429  0.441  -2.799  0.3178
H  -1.577  -0.907  -3.274  0.3676
H  3.441  1.190  3.399  0.2761
H  3.197  -0.509  3.384  0.2599
H  -0.785  -0.410  1.047  0.2471
H  -2.117  -1.518  1.186  0.3457

**E_HOMO**: -14.4674 eV
**Total charge**: +1


Version B
DFT (ωB97M-V/def2-TZVPD) results for a cluster of 2 separate species, C3H8N3O2 in total.

Last column: Mulliken charge in e.
Atoms and positions in Å:
C  2.178  1.020  0.115  0.4177
C  1.600  1.958  -0.958  -0.2470
C  -0.035  0.638  -0.318  0.3339
N  1.128  0.182  0.366  -0.0443
N  -1.084  -0.073  -0.164  -0.5714
N  -2.015  -2.108  0.719  -0.6245
O  3.159  1.100  0.802  -0.5206
O  0.213  1.757  -0.939  -0.3162
H  1.878  2.990  -0.696  0.2946
H  2.079  1.704  -1.932  0.2675
H  1.140  -0.703  0.864  0.2048
H  -2.005  0.175  -0.669  0.2878
H  -1.629  -1.186  0.463  0.3597
H  -2.678  -2.024  1.487  0.3752
H  -1.377  -2.915  1.042  0.3743
H  -2.553  -2.515  -0.183  0.4084

**E_HOMO**: -13.8747 eV
**Total charge**: +1


Ranked by calculated energy, most stable first: version B, version A.